{
  "formula": "C74H189N11O26",
  "method": "ωB97M-V/def2-TZVPD",
  "species": ["H", "H", "O", "H", "N", "C", "H", "H", "H", "H", "C", "H", "H", "C", "H", "C", "H", "H", "C", "C", "H", "H", "H", "C", "H", "H", "H", "H", "H", "H", "C", "H", "O", "H", "H", "H", "H", "H", "O", "H", "H", "H", "H", "H", "H", "H", "H", "H", "H", "H", "H", "C", "H", "H", "O", "N", "H", "H", "C", "H", "H", "H", "H", "O", "H", "H", "C", "H", "H", "H", "H", "H", "C", "H", "O", "H", "O", "C", "O", "C", "H", "H", "H", "H", "H", "H", "H", "H", "H", "H", "C", "O", "N", "O", "H", "H", "H", "H", "H", "H", "H", "C", "C", "H", "H", "H", "C", "H", "H", "C", "H", "H", "O", "C", "H", "H", "C", "H", "H", "C", "H", "C", "H", "C", "H", "C", "H", "C", "C", "C", "O", "H", "H", "H", "C", "C", "H", "H", "H", "O", "C", "H", "H", "H", "H", "N", "H", "N", "C", "H", "H", "H", "H", "C", "H", "C", "C", "C", "H", "H", "O", "H", "H", "H", "H", "H", "C", "H", "O", "C", "H", "N", "C", "C", "H", "H", "H", "H", "H", "H", "H", "N", "C", "H", "H", "H", "H", "H", "H", "H", "O", "H", "H", "O", "N", "C", "H", "H", "H", "H", "H", "O", "H", "H", "N", "C", "H", "H", "H", "H", "O", "C", "C", "C", "H", "C", "C", "H", "H", "C", "H", "C", "H", "H", "C", "H", "C", "O", "H", "O", "H", "C", "C", "C", "H", "C", "H", "C", "O", "C", "H", "H", "H", "C", "C", "H", "O", "C", "H", "H", "H", "H", "C", "H", "C", "N", "H", "H", "H", "H", "C", "C", "H", "H", "H", "H", "C", "H", "H", "H", "H", "H", "O", "C", "C", "O", "C", "H", "H", "H", "N", "H", "C", "H", "C", "H", "C", "H", "O", "H", "H", "H", "H", "H", "C", "C", "H", "H", "H", "H"],
  "positions_angstrom": [[-10.08, 12.52, 17.59], [-6.23, 7.58, 1.90], [3.96, -0.10, 2.24], [-2.11, -7.10, -4.69], [-1.69, -5.04, -4.43], [-2.66, -1.09, -4.26], [-9.12, 6.26, -5.56], [-9.95, 14.68, 8.78], [3.93, 17.28, 7.71], [3.37, -1.18, -1.52], [-0.77, 4.61, 10.27], [-10.02, 13.62, 6.62], [-13.14, 14.69, 3.01], [-12.69, 15.28, 3.82], [-7.46, -3.84, 6.72], [-7.79, 9.44, 13.30], [-7.14, 11.25, 14.24], [-11.27, 13.82, 4.27], [-7.75, 10.39, 14.50], [-10.85, 14.27, 6.90], [-12.55, 10.28, -0.98], [2.10, -0.71, 2.86], [-9.76, 9.84, -11.92], [-2.89, 15.77, 9.51], [-2.08, 4.48, 7.98], [-10.45, 10.24, -10.41], [-11.97, 15.94, 3.35], [-11.24, 12.48, 14.04], [-9.81, -8.11, -4.40], [6.06, 8.80, -5.89], [-8.18, 6.77, -5.36], [-7.09, -5.32, 5.80], [-7.30, -3.63, 4.58], [-11.63, 13.67, 7.38], [-10.86, 17.93, 9.02], [2.43, -1.61, 0.61], [-2.23, 14.94, 9.77], [-7.12, 5.34, 2.40], [7.71, 17.36, 11.49], [-4.35, 7.32, 3.43], [5.97, 19.36, 11.55], [1.74, -5.92, -7.51], [-13.13, -0.21, -4.86], [-3.37, 2.58, 10.40], [-8.23, 10.99, -9.81], [5.04, 1.43, -4.52], [-5.71, 3.14, 1.95], [-4.87, 9.51, 2.44], [-3.61, 2.45, 7.55], [-9.23, -2.29, 6.87], [-1.96, 10.78, 2.56], [2.06, -0.59, 0.74], [8.22, 18.38, 9.67], [-9.44, -5.51, 5.05], [8.19, 10.00, -6.06], [-9.09, 10.80, 14.95], [10.01, 10.33, -6.96], [8.42, 19.19, 11.19], [-5.16, 0.35, 10.61], [-4.91, 16.92, 0.94], [-11.37, -1.11, 7.21], [-2.38, -6.19, -6.11], [5.40, 17.42, 10.20], [-0.06, -5.35, -6.65], [-10.75, -5.43, -0.93], [-13.01, -1.23, -1.19], [-10.37, 12.12, 16.63], [0.32, 7.49, -1.92], [-7.58, 8.88, -8.33], [-5.68, 6.77, -6.23], [3.88, 8.41, -5.15], [3.69, 9.72, -4.04], [-11.83, -2.93, -1.40], [-4.47, 0.37, 11.46], [-11.25, 13.04, 16.06], [-2.17, -0.42, -4.98], [5.18, 15.80, 8.29], [-6.31, 7.60, -6.56], [-12.49, -1.36, -3.23], [-9.93, 9.43, -10.92], [5.19, 16.91, 6.57], [1.74, 7.40, -0.97], [-12.41, 11.60, 15.13], [-5.89, 16.01, -0.42], [1.94, -5.03, -6.04], [6.39, 20.16, 10.10], [-13.27, 0.57, -3.28], [-3.77, 10.83, 4.04], [5.56, 0.29, 3.62], [-7.74, -1.30, 11.86], [4.29, 14.80, 7.81], [-8.69, 9.06, -10.37], [2.42, 0.30, -0.35], [-6.49, 0.14, 11.04], [-15.23, 17.38, 4.31], [9.98, 9.08, -5.72], [-11.69, -3.86, -3.24], [3.65, 6.81, -3.24], [-8.25, -7.39, -4.17], [-6.77, 9.19, 13.03], [-8.65, -8.83, -3.25], [3.40, 7.86, -3.04], [6.35, 19.16, 10.55], [-4.98, 15.16, 0.80], [5.73, 9.23, -3.02], [-2.81, 9.50, 1.83], [1.36, 7.17, -1.97], [-12.00, -3.28, -0.38], [-6.20, 8.38, -5.80], [-5.75, 8.13, -7.92], [3.78, 8.14, -2.06], [-4.34, 3.78, 8.45], [-10.37, -0.34, 5.56], [-1.73, -6.23, -5.23], [-5.61, 2.47, 10.35], [-9.72, 16.06, 7.70], [-11.29, 17.06, 9.52], [4.40, 14.66, 6.73], [-1.53, 14.22, -2.96], [-11.11, 0.84, 5.67], [-5.24, -4.08, 4.73], [-3.59, 2.98, 8.50], [-13.81, -2.53, -2.05], [7.63, 9.63, -4.80], [8.87, 15.96, 12.41], [1.30, -5.11, -6.92], [-6.17, -1.87, 11.30], [-9.11, 9.21, 11.29], [-14.47, 16.92, 3.67], [8.96, 16.94, 11.94], [-2.85, -2.40, -4.65], [4.55, 13.91, 8.38], [2.38, 1.46, -2.64], [-9.43, -5.31, 6.74], [-5.10, 1.66, 9.84], [-2.10, 12.55, -4.28], [0.98, -0.68, 0.87], [-5.45, 3.39, 3.68], [-8.82, 12.90, 15.37], [-6.39, 15.97, 2.88], [-10.62, -5.04, -1.94], [-2.32, 16.56, 9.00], [1.39, -4.21, -7.53], [-4.07, 3.36, 2.56], [-14.37, -0.79, -3.84], [5.49, 8.80, -3.90], [-3.97, -3.04, -2.92], [5.41, 18.34, 9.77], [-2.18, 3.61, 8.64], [-8.36, 7.69, -4.78], [-10.88, 1.33, 6.62], [-7.31, 7.68, 3.29], [-7.31, 15.15, 1.30], [7.77, 18.49, 10.66], [0.37, -6.42, -4.99], [-11.88, 12.53, 14.92], [2.55, -0.06, 2.12], [-10.21, -2.67, 6.55], [-10.87, 11.17, 16.81], [-7.50, 6.08, -4.87], [2.03, 7.99, -2.91], [-12.57, 13.31, 14.60], [-1.27, -4.32, -5.00], [-0.65, 4.93, 11.31], [-10.41, -5.86, -3.90], [-1.94, -1.00, -3.46], [5.75, 18.16, 8.36], [-13.39, 7.74, 1.36], [-2.45, 9.18, 3.90], [-11.07, -1.41, 6.21], [-7.56, 10.50, -11.32], [-5.21, 7.80, 3.69], [-6.34, 7.30, 2.95], [6.14, 9.44, -5.02], [-5.97, 8.96, -10.40], [5.85, 2.32, -3.18], [9.73, 16.85, 11.17], [4.30, 2.81, -3.75], [-6.50, 5.36, 4.05], [-3.80, -4.59, -4.88], [-14.53, 9.07, -0.68], [-11.28, 15.14, 5.79], [-5.10, 3.68, 2.68], [-9.69, 11.05, 14.17], [-2.20, -3.18, -2.83], [-1.37, 2.94, 8.37], [-4.72, 8.46, -7.77], [6.81, 17.99, 8.18], [-14.91, 16.18, 3.01], [-8.28, 8.52, 13.63], [-7.64, 7.13, -6.65], [-9.51, 9.75, 10.44], [-10.52, 8.52, -11.02], [-8.48, 10.10, 12.27], [-6.64, 9.24, -8.29], [2.64, -0.38, -1.63], [-12.00, -1.63, 5.67], [-10.92, -2.32, -1.38], [-12.19, 0.84, 5.50], [3.27, 0.75, -0.04], [-5.79, 7.36, -8.69], [-9.52, -7.07, -2.55], [-13.97, 17.64, 3.02], [-2.54, 11.93, -3.49], [-11.71, -4.14, -2.27], [-7.75, 10.15, -10.31], [-0.60, 5.53, 9.71], [-3.99, 9.63, 5.33], [-5.73, -2.56, 5.45], [2.21, 0.96, 2.28], [-11.62, 15.96, 8.65], [-10.44, 15.32, 8.05], [4.05, 8.70, -4.11], [-0.34, -6.43, -5.81], [-10.65, -3.13, 7.44], [4.99, 17.05, 7.63], [-9.05, -7.90, -3.64], [-14.19, 6.73, 0.23], [9.36, 17.59, 12.72], [-10.63, -6.24, -2.90], [1.72, -0.84, -1.99], [-9.00, 11.96, 15.88], [-3.85, 12.43, -5.35], [-7.36, 9.99, 15.44], [-3.07, -3.28, -3.49], [-2.06, 17.24, 11.37], [-6.75, 16.06, 1.50], [-12.52, 9.58, -0.32], [7.83, 10.39, -4.04], [-3.26, 13.10, -4.99], [1.43, 6.11, -2.22], [4.49, 0.06, 3.61], [-5.51, 16.08, 0.60], [-13.36, -0.38, -3.81], [-9.49, -3.19, 4.70], [-3.60, 16.23, 10.80], [-0.89, 14.22, -4.61], [-13.52, 8.65, -0.66], [-13.62, 16.12, 4.51], [4.91, 1.92, -3.56], [-4.72, -0.42, 9.98], [-3.60, -0.62, -3.97], [4.40, -0.87, 4.17], [-5.97, -3.27, 4.67], [3.06, 0.61, -2.72], [-11.55, -6.82, -2.89], [-5.12, 5.14, 2.54], [-13.37, 7.45, 0.31], [3.93, 0.83, 4.14], [9.91, 10.75, -5.21], [-8.23, 11.79, 16.63], [-9.92, 8.61, 11.69], [9.60, 10.06, -5.99], [-0.26, -7.41, -6.28], [-9.20, -4.77, 5.82], [-10.01, -3.59, 5.47], [-11.93, 15.81, 6.17], [-13.38, 8.33, -1.69], [-10.77, 1.52, 4.89], [-5.83, 9.76, 3.93], [-3.08, -4.71, -4.07], [-4.97, 9.25, 3.49], [3.29, 15.15, 8.05], [5.71, 10.43, -5.16], [2.93, 0.12, -3.69], [-3.59, 15.44, 8.74], [-3.74, 9.76, 4.28], [5.64, 19.10, 7.81], [-1.09, 9.32, 2.27], [0.13, 4.05, 10.02], [-1.56, 11.78, -4.84], [-5.79, 10.54, -9.65], [-1.93, 3.93, 10.00], [-2.06, 9.70, 2.60], [-7.65, -4.39, 5.80], [4.43, 1.00, -2.56], [-6.68, -1.04, 11.79], [-3.48, -5.41, -3.34], [-7.22, 15.88, 3.35], [8.04, 8.71, -4.37], [-3.71, 2.04, 9.61], [-12.27, 17.31, 9.94], [-12.88, -1.97, -1.98], [-5.83, -2.72, 3.74], [-12.03, 14.39, 4.80], [-4.21, 17.12, 10.66], [-6.31, 5.69, 3.03], [-7.43, 16.89, 1.28], [-2.62, 16.55, 11.73], [-9.59, -4.70, -1.95], [-4.24, 15.46, 11.26], [-10.67, 16.79, 10.37], [-0.33, 12.99, -3.31], [-8.40, 8.55, 10.79], [-1.13, 13.59, -3.76], [-6.41, 9.65, -9.68], [-6.33, -0.92, 12.81], [-12.39, 7.02, 0.12], [-5.55, 1.49, 8.86], [-12.75, 13.81, 5.38]],
  "lowdin_charge": [0.112, 0.105, -0.204, 0.123, -0.044, -0.158, 0.086, 0.103, 0.113, 0.117, -0.141, 0.112, 0.120, -0.235, 0.107, -0.242, 0.111, 0.125, -0.209, -0.179, 0.081, 0.113, 0.079, -0.085, 0.118, 0.085, 0.123, 0.079, 0.079, 0.129, -0.081, 0.112, -0.187, 0.108, 0.083, 0.113, 0.073, 0.110, -0.176, 0.100, 0.111, 0.082, 0.081, 0.094, 0.117, 0.081, 0.081, 0.098, 0.115, 0.111, 0.080, -0.211, 0.107, 0.104, -0.188, -0.071, 0.089, 0.110, -0.241, 0.077, 0.107, 0.117, 0.096, -0.186, 0.119, 0.113, -0.231, 0.086, 0.085, 0.111, 0.124, 0.117, -0.185, 0.119, -0.180, 0.084, -0.209, -0.242, -0.202, -0.125, 0.120, 0.083, 0.096, 0.077, 0.086, 0.111, 0.084, 0.108, 0.081, 0.084, -0.109, -0.206, -0.058, -0.186, 0.088, 0.082, 0.101, 0.123, 0.079, 0.118, 0.081, -0.254, -0.171, 0.071, 0.113, 0.072, -0.096, 0.119, 0.115, -0.181, 0.122, 0.114, -0.179, -0.239, 0.124, 0.111, -0.106, 0.085, 0.070, -0.142, 0.087, -0.199, 0.117, -0.234, 0.088, -0.106, 0.083, -0.077, -0.084, -0.131, -0.191, 0.091, 0.118, 0.111, -0.206, -0.312, 0.109, 0.079, 0.119, -0.085, -0.225, 0.068, 0.088, 0.084, 0.082, -0.087, 0.117, -0.054, -0.198, 0.087, 0.087, 0.114, 0.102, -0.226, 0.118, -0.125, -0.238, -0.214, 0.117, 0.083, -0.195, 0.089, 0.104, 0.090, 0.113, 0.078, -0.213, 0.068, -0.181, -0.201, 0.112, -0.072, -0.191, -0.225, 0.114, 0.083, 0.088, 0.077, 0.111, 0.116, 0.102, -0.075, -0.076, 0.075, 0.112, 0.120, 0.116, 0.097, 0.077, 0.119, -0.202, 0.078, 0.091, -0.188, -0.060, -0.211, 0.120, 0.110, 0.085, 0.102, 0.112, -0.207, 0.082, 0.099, -0.062, -0.197, 0.084, 0.119, 0.086, 0.120, -0.209, -0.181, -0.204, -0.247, 0.118, -0.214, -0.091, 0.068, 0.084, -0.229, 0.115, -0.179, 0.070, 0.116, -0.176, 0.084, -0.342, -0.079, 0.120, -0.096, 0.088, -0.067, -0.082, -0.087, 0.099, -0.336, 0.078, -0.333, -0.205, -0.098, 0.119, 0.087, 0.078, -0.168, -0.222, 0.124, -0.200, -0.079, 0.080, 0.083, 0.110, 0.084, -0.118, 0.121, -0.176, -0.073, 0.092, 0.101, 0.082, 0.117, -0.203, -0.215, 0.086, 0.122, 0.115, 0.064, -0.192, 0.116, 0.084, 0.085, 0.101, 0.109, -0.203, -0.106, -0.166, -0.193, -0.111, 0.119, 0.076, 0.121, -0.067, 0.084, -0.229, 0.091, -0.236, 0.103, -0.227, 0.105, -0.085, 0.116, 0.113, 0.080, 0.075, 0.080, -0.085, -0.208, 0.084, 0.071, 0.120, 0.122],
  "lumo_energy_ha": 0.010,
  "fmax_ev_per_a": 3.54,
  "relative_energy_kcal_mol": 121.9,
  "e_homo_ev": -8.54
}